[1]
Density functional theory data (wB97M-V/def2-TZVPD) for C4H7F2LiN2O3S2 as an isolated structure.

```
21
C4H7F2LiN2O3S2 wB97M-V/def2-TZVPD
Li 1.31932 -1.74420 0.35451
F 4.32373 -2.33349 -0.44671
C 3.51625 -1.70626 0.58005
F 4.14311 -0.41923 0.68451
H 3.91820 -2.21087 1.48616
O -2.38940 -2.14654 -0.93249
S -1.26293 -2.71465 -0.16943
O 0.02437 -2.43043 -0.87040
O -1.42183 -4.14996 0.07912
S -1.10763 -1.74625 1.61243
C -1.97766 1.09159 -0.27403
N -0.68782 1.79053 -0.30112
C -0.70037 3.19858 -0.59814
C 0.25672 1.30956 0.51144
N 1.04810 0.76304 1.15455
H -2.42183 1.13518 -1.27004
H -2.65952 1.55590 0.45015
H -1.81466 0.04600 0.00989
H -1.11972 3.35182 -1.59534
H 0.31802 3.58537 -0.58427
H -1.30446 3.77434 0.11916
```

Results
* net charge: -2
* 2S+1: 1
* HOMO energy: -0.0247 hartree

[2]
Density functional theory data (wB97M-V/def2-TZVPD) for C4H7F2P in the gas phase.

```
14
C4H7F2P wB97M-V/def2-TZVPD
C 1.68095 0.99859 0.31157
C 1.70878 -0.54176 0.63825
C 0.96729 0.05043 -0.53526
C -3.08656 -0.22044 -0.40230
F -3.55434 0.76961 0.35544
F -3.65731 -0.03601 -1.56169
P -0.98286 -0.26991 -0.42971
H 1.23696 1.61265 1.18432
H 2.49321 1.59485 -0.04424
H 2.62997 -1.08296 0.42432
H 1.09400 -0.90810 1.39237
H 1.30529 0.16780 -1.55818
H -0.90443 -1.78761 -0.69705
H -0.93095 -0.34715 0.92218
```

Results
* 2S+1: 1
* SMILES string: FC(F)=[PH2]C1CC1
* HOMO energy: -0.2976 hartree

[3]
Density functional theory data (wB97M-V/def2-TZVPD) for a 2-piece molecular cluster, C4H7F2P overall.

```
14
C4H7F2P wB97M-V/def2-TZVPD
C 1.79858 -0.58033 -0.79155
C 1.60868 0.16821 0.49634
C 0.96537 -1.07104 0.23876
C -2.12428 -0.14594 -0.22339
F -2.94925 -0.29151 -1.32876
F -2.54487 -0.99665 0.73206
P -2.23606 1.50551 0.49130
H 1.38689 -0.21648 -1.84101
H 2.67879 -0.98175 -1.05389
H 2.44906 0.13337 1.05954
H 0.94551 1.14058 0.49097
H 0.54523 -1.73666 0.85544
H -1.40802 1.86477 -0.55651
H -1.11564 1.20791 1.43068
```

Results
* 2S+1: 1
* HOMO energy (alpha / beta): -0.2963 / -0.3236 hartree

[4]
Density functional theory data (wB97M-V/def2-TZVPD) for C4H7F3 in the gas phase.

```
14
C4H7F3 wB97M-V/def2-TZVPD
C 1.56122 -0.46072 0.38362
C 0.81324 0.73157 -0.11767
C -0.69157 0.69087 -0.15520
C -1.61686 -0.54223 -0.49149
H 2.54677 0.17143 0.63034
H 1.42309 -1.01763 1.32039
H 0.97799 1.53192 0.55517
H 1.27081 0.90314 -1.09539
H -1.31716 1.55949 -0.41659
H -0.78149 0.91467 0.94050
H -1.80440 -1.25351 -1.37526
F 1.68457 -1.35270 -0.57442
F -2.93777 -0.38934 -0.02726
F -1.12843 -1.48696 0.42326
```

Results
* 2S+1: 1
* SMILES string: FCCCC(F)F
* HOMO energy: -0.4118 hartree

[5]
Density functional theory data (wB97M-V/def2-TZVPD) for an isolated ion of composition C4H7F3N3OS and charge +1.

```
19
C4H7F3N3OS wB97M-V/def2-TZVPD
C 0.69911 0.05605 -0.49954
C -1.40517 -0.42755 0.65038
C -1.16748 1.63635 -0.75819
C 1.70575 0.57474 0.56864
N 0.83543 -1.41919 -0.75716
N -0.65083 0.36889 -0.14193
N 1.79279 -2.04275 -0.34471
O -1.06625 -1.60891 0.76384
F 1.40527 1.85948 0.99229
F 1.51608 -0.16812 1.74521
F 2.93545 0.53319 0.11369
S -2.84818 0.23321 1.36324
H 0.92674 0.53444 -1.45129
H -0.38618 2.37643 -0.48921
H -1.20047 1.43014 -1.82823
H -2.11486 1.88436 -0.22305
H 0.08092 -1.83336 -1.34373
H 1.79329 -3.00957 -0.29793
H -2.85138 -0.97783 1.93768
```

Results
* net charge: +1
* 2S+1: 1
* SMILES string: [H]/N=[NH+]/[C@@H](N(C)C(=O)S)C(F)(F)F
* HOMO energy: -0.5132 hartree

[6]
Density functional theory data (wB97M-V/def2-TZVPD) for C4H7F3O in the gas phase.

```
15
C4H7F3O wB97M-V/def2-TZVPD
C -1.36706 -1.11728 0.04082
C -0.04878 -0.45957 -0.52405
C 1.17787 -0.99184 0.41008
C -0.21271 1.03767 -0.09532
H -3.37399 -0.61031 -0.18394
H -1.53321 -2.11376 -0.30564
H -1.18808 -1.29500 1.15272
H 0.02763 -0.45467 -1.67141
H 1.42375 -0.63001 1.35933
H 1.11578 -2.03788 0.49281
H -1.01723 1.62055 -0.46627
O -2.54021 -0.35780 -0.37012
F 2.49717 -0.95620 -0.23996
F 0.81175 1.85732 -0.65029
F -0.24546 1.05106 1.28961
```

Results
* 2S+1: 1
* SMILES string: OC[C@H](CF)C(F)F
* HOMO energy: -0.4080 hartree

[7]
Density functional theory data (wB97M-V/def2-TZVPD) for an isolated ion of composition C4H7F5NS and charge +1.

```
18
C4H7F5NS wB97M-V/def2-TZVPD
C 1.90774 -1.08326 0.04517
N 1.36724 0.14328 0.62748
C 1.19766 1.20067 -0.27574
S -0.47434 1.14043 -1.12208
C -1.71257 0.73145 0.20588
F -1.19066 1.08076 1.36756
F -2.75454 1.51266 -0.06150
C -2.16720 -0.77516 0.21818
F -1.18662 -1.54684 -0.25835
F -3.24322 -0.90378 -0.55691
F -2.44235 -1.11783 1.47237
H 2.81481 -0.92261 -0.52934
H 1.17582 -1.51411 -0.62787
H 2.06532 -1.79526 0.83636
H 1.86475 0.43227 1.45385
H 1.89680 1.21478 -1.11029
H 1.23620 2.17471 0.18483
H -0.35485 0.02784 -1.86961
```

Results
* net charge: +1
* 2S+1: 1
* HOMO energy: -0.5237 hartree

[8]
Density functional theory data (wB97M-V/def2-TZVPD) for a 2-piece molecular cluster, C4H7FN2 overall.

```
14
C4H7FN2 wB97M-V/def2-TZVPD
C 2.65080 0.89940 -0.18758
C 3.02929 0.15593 0.66674
C 0.09576 -1.57100 -0.62782
C -2.28451 0.83563 0.43037
N -0.64749 -0.51725 -0.39199
N -1.60338 -0.41888 0.45752
F -0.03251 -2.65501 0.15429
H 2.29908 1.55439 -0.92647
H 3.40244 -0.49109 1.40529
H 0.95547 -1.56522 -1.26642
H -3.19520 0.71539 1.01160
H -1.68065 1.62964 0.88944
H -2.54523 1.14558 -0.59214
H -0.44387 0.28249 -1.02284
```

Results
* 2S+1: 1
* HOMO energy: -0.2689 hartree